Record 1
This record from the OMol25 dataset describes a molecular structure, C27H25BCaN12OS at a distorted geometry. The level of theory is ωB97M-V with the def2-TZVPD basis set.

Geometry as XYZ:
```
68
Properties=species:S:1:pos:R:3
Ca -0.439 0.600 -0.145
O 0.261 4.250 1.266
C 0.231 3.037 1.468
N -0.799 2.218 1.329
C -2.092 2.804 1.288
C -3.085 1.986 0.507
C -4.323 2.527 0.157
C -5.241 1.728 -0.500
C -4.912 0.403 -0.756
C -3.656 -0.045 -0.382
N -2.766 0.736 0.213
C 1.483 2.324 1.939
C 2.522 3.072 2.488
C 3.649 2.401 2.930
C 3.701 1.021 2.817
C 2.620 0.367 2.240
N 1.549 1.014 1.824
H -2.044 3.843 0.916
H -2.485 2.866 2.319
H -4.558 3.552 0.397
H -6.207 2.120 -0.785
H -5.618 -0.267 -1.218
H -3.354 -1.072 -0.541
H 2.434 4.146 2.543
H 4.474 2.951 3.357
H 4.552 0.460 3.166
H 2.623 -0.709 2.129
C -1.244 -2.464 -3.312
C -1.460 -1.180 -2.813
N -0.751 -0.985 -1.713
N -0.072 -2.112 -1.477
C -0.347 -3.022 -2.429
B 1.013 -2.193 -0.386
N 0.394 -1.937 1.001
C 0.761 -2.480 2.178
C -0.058 -1.964 3.160
C -0.907 -1.091 2.478
N -0.618 -1.093 1.187
N 2.048 -1.091 -0.691
C 3.374 -1.164 -0.902
C 3.842 0.111 -1.150
C 2.706 0.915 -1.068
N 1.639 0.178 -0.799
N 1.606 -3.596 -0.348
C 0.941 -4.712 0.041
C 1.807 -5.776 -0.032
C 3.009 -5.217 -0.485
N 2.858 -3.924 -0.665
H -1.673 -2.910 -4.186
H -2.088 -0.406 -3.215
H 0.089 -4.002 -2.432
H 1.561 -3.189 2.260
H -0.044 -2.191 4.206
H -1.707 -0.481 2.856
H 3.890 -2.103 -0.858
H 4.848 0.408 -1.364
H 2.621 1.982 -1.186
H -0.087 -4.676 0.342
H 1.617 -6.804 0.202
H 3.948 -5.694 -0.679
S -1.117 4.835 -2.620
C -2.315 3.679 -3.036
C -2.056 2.493 -2.426
N -0.943 2.480 -1.648
C -0.356 3.635 -1.656
H -3.124 3.934 -3.690
H -2.653 1.604 -2.519
H 0.527 3.870 -1.094
```

Output
- Spin multiplicity: 2
- Charge: +1
- E_LUMO (spin up / spin down): -2.736 / -6.243 eV
- Kohn-Sham gap (spin up / spin down): 0.31109 / 0.18222 Ha

=====

Record 2
This record from the OMol25 dataset describes a gas-phase ion, C8H12N3S (charge +1) at a distorted geometry. The level of theory is ωB97M-V with the def2-TZVPD basis set.

Geometry as XYZ:
```
24
Properties=species:S:1:pos:R:3
C 3.511 1.739 0.703
C 2.566 1.031 1.451
C 3.139 1.702 -0.582
C 1.534 0.441 0.720
C -0.649 -1.423 -0.512
C 0.724 -0.520 1.283
C -1.897 -0.383 -0.385
C -2.009 0.527 -1.645
N 0.011 -1.532 0.752
N -2.390 -0.128 0.849
N -3.126 -1.115 0.016
S 1.780 0.774 -0.955
H 4.245 2.341 1.181
H 2.696 0.851 2.484
H 3.642 2.116 -1.382
H -0.887 -2.340 -1.043
H 0.078 -0.864 -1.158
H 0.867 -0.551 2.345
H -1.170 0.421 -2.244
H -2.174 1.521 -1.187
H -2.856 0.241 -2.234
H -0.376 -1.921 1.548
H -4.147 -0.826 -0.325
H -3.114 -2.102 0.322
```

Output
- Charge: +1
- E_LUMO (spin up / spin down): -4.868 / -4.867 eV
- Kohn-Sham gap (spin up / spin down): 0.23827 / 0.23829 Ha

=====

Record 3
This record from the OMol25 dataset describes 26 unconnected molecules or ions with the total composition H52O26 at a distorted geometry. The level of theory is ωB97M-V with the def2-TZVPD basis set.

Geometry as XYZ:
```
78
Properties=species:S:1:pos:R:3
O -0.116 0.132 -3.257
H 0.356 -0.647 -3.516
H -0.982 -0.187 -3.086
O 2.747 1.161 4.915
H 3.146 1.532 4.123
H 3.035 1.690 5.686
O 1.607 -2.063 -1.967
H 1.935 -1.425 -1.285
H 0.646 -2.204 -1.885
O -0.404 3.528 -3.907
H -0.108 3.494 -2.974
H -0.073 2.713 -4.245
O 5.267 -0.282 1.273
H 5.987 -0.559 1.864
H 4.694 0.301 1.779
O -3.283 2.974 3.593
H -3.370 3.830 3.192
H -2.326 2.833 3.645
O 1.404 -2.431 1.575
H 1.714 -3.205 1.076
H 0.411 -2.545 1.543
O 1.887 -4.929 -2.203
H 1.893 -5.746 -2.727
H 2.090 -4.186 -2.822
O -1.422 -2.507 -0.241
H -1.726 -2.104 -1.082
H -2.187 -3.064 -0.054
O 0.582 0.574 0.450
H 0.379 -0.388 0.443
H 0.401 0.866 1.358
O 3.524 -0.082 -0.633
H 4.389 -0.053 -0.203
H 3.006 0.565 -0.176
O -3.223 -0.874 -3.042
H -3.453 -1.522 -3.740
H -3.992 -0.754 -2.459
O -3.567 0.072 3.107
H -4.417 -0.234 2.777
H -3.647 1.003 3.296
O 3.144 1.179 -3.241
H 3.808 1.727 -3.665
H 3.641 0.690 -2.560
O -0.365 2.282 3.154
H 0.224 2.331 3.925
H -0.576 1.320 3.109
O 2.380 -2.169 -4.572
H 2.107 -1.758 -3.728
H 2.668 -1.462 -5.129
O -0.892 -0.434 2.864
H -0.421 -1.011 3.460
H -1.847 -0.490 3.027
O -2.752 2.531 -2.382
H -2.168 3.118 -2.911
H -2.795 1.643 -2.808
O 1.047 2.853 -1.478
H 1.662 2.431 -2.104
H 0.611 2.100 -1.089
O -0.601 -3.793 -2.901
H 0.124 -4.233 -2.392
H -0.262 -3.765 -3.830
O -4.859 -0.488 -0.861
H -5.461 0.273 -0.929
H -4.013 -0.096 -0.431
O -2.785 1.199 0.075
H -2.401 1.712 -0.663
H -2.019 1.102 0.693
O -5.361 -1.571 1.567
H -5.370 -1.178 0.676
H -6.115 -2.170 1.564
O 3.104 1.498 2.307
H 2.431 0.917 1.916
H 2.594 2.367 2.221
O 1.545 3.421 1.632
H 1.771 3.486 0.679
H 0.760 2.922 1.818
O 1.202 -1.433 4.315
H 1.517 -0.616 4.709
H 1.925 -1.712 3.773
```

Output
- Charge: 0
- E_LUMO: 0.113 eV
- Kohn-Sham gap: 0.40992 Ha

=====

Computed values of relative energy (zero: lowest compared OMol25 entry of this formula, charge and spin) (unit: kJ/mol) for the preceding records, in sequence: 148.5, 412.5, 64.2.